Entry from the OMol25 dataset: a structure of composition C20H25Cl3GaN6Sb2 (ωB97M-V/def2-TZVPD).

Element x y z (Å)
Ga: 2.1314 -2.8594 -0.9630
C: -3.8979 1.2652 3.2475
Sb: -2.3446 1.1650 1.7928
C: -0.8102 1.9432 3.0457
C: -3.1751 5.6741 2.0054
C: -4.1180 5.9780 1.0920
C: -5.5050 5.6430 1.3594
C: -6.4604 5.8685 0.4360
C: -6.0869 6.4428 -0.8132
C: -4.7917 6.7895 -1.1136
C: -3.7636 6.6148 -0.1783
C: -2.4193 7.0210 -0.4887
Sb: -1.1957 5.2707 -1.2095
C: 0.1674 6.5855 -2.1855
C: -2.4377 4.7918 -2.8800
H: -3.7166 2.1098 3.9108
H: -3.9009 0.3559 3.8466
H: -4.8649 1.3697 2.7615
H: -1.2245 2.7785 3.6107
H: 0.0346 2.2855 2.4539
H: -0.4801 1.1873 3.7564
H: -2.1282 5.9027 1.8610
H: -3.4502 5.2049 2.9429
H: -5.7488 5.2200 2.3259
H: -7.4977 5.6358 0.6293
H: -6.8613 6.6316 -1.5472
H: -4.5659 7.2548 -2.0639
H: -1.8361 7.3830 0.3536
H: -2.3706 7.7204 -1.3198
H: -0.3384 7.1046 -2.9974
H: 1.0064 6.0212 -2.5892
H: 0.5509 7.3066 -1.4657
H: -2.3099 5.5238 -3.6755
H: -3.4831 4.7630 -2.5742
H: -2.1667 3.8071 -3.2570
N: 4.5170 -6.3447 0.2124
C: 3.7203 -5.3667 0.6271
N: 3.3298 -4.6632 -0.4271
C: 3.9544 -5.2863 -1.4749
N: 4.6808 -6.3103 -1.1229
C: 3.7853 -4.7594 -2.8268
C: 4.3625 -5.3087 -3.9620
N: 4.1787 -4.7599 -5.1565
C: 3.4276 -3.6698 -5.2254
C: 2.8426 -3.1102 -4.0948
N: 3.0236 -3.6610 -2.8974
H: 4.9843 -7.0556 0.7583
H: 3.4560 -5.1975 1.6577
H: 4.9780 -6.1974 -3.8978
H: 3.2825 -3.2239 -6.2010
H: 2.2283 -2.2211 -4.1545
Cl: -0.5870 -3.0085 4.9969
C: -1.4925 -3.2763 3.5124
Cl: -0.5869 -4.2874 2.3819
Cl: -3.0894 -3.9364 3.8212
C: -1.6934 -1.9508 2.8936
N: -1.8610 -0.9074 2.4601

Total charge   +3
Orbital gap   6.3737 eV
Highest occupied orbital energy   -15.521 eV
Lowest unoccupied orbital energy   -9.1476 eV

***

Entry from the OMol25 dataset: a structure of composition C5H8ClF at a distorted geometry (ωB97M-V/def2-TZVPD).

Element x y z (Å)
C: -1.7160 0.7456 0.9370
C: -1.5684 -0.0556 -0.3866
C: -0.1514 -0.2480 -0.9005
C: 0.9824 -0.1065 -0.1299
C: 2.4086 -0.4703 -0.2669
H: -1.9386 2.0005 1.0059
H: -0.6951 0.3046 1.6413
H: -2.9535 -0.1657 1.1119
H: -2.0805 0.3666 -1.2229
H: -2.1357 -1.0203 -0.2575
H: 0.1967 -0.6486 -1.8917
H: 0.9169 0.4807 0.6786
H: 2.8103 -1.1986 -1.1224
F: 2.8916 -1.1036 0.9183
Cl: 3.0325 1.1191 -0.1148

Total charge   0
Orbital gap   9.9575 eV
Highest occupied orbital energy   -9.416 eV
Lowest unoccupied orbital energy   0.5414 eV

***

Entry from the OMol25 dataset: a cluster of 2 separate species, C2H6OSi in total at a distorted geometry (ωB97M-V/def2-TZVPD).

Element x y z (Å)
C: -2.2953 -0.5192 -0.0255
C: -0.2198 1.2816 0.2477
O: -3.2388 -0.0518 -0.6131
Si: 0.7463 -0.2542 -0.1650
H: -2.2251 -1.3501 0.6124
H: -0.1014 1.5603 1.3904
H: -0.8083 1.9234 -0.3558
H: 1.1481 -0.7886 1.3113
H: 1.9384 -0.0514 -0.8875
H: -0.0625 -1.2467 -0.8455

Total charge   0
Orbital gap (spin up / spin down)   8.9059 / 7.9530 eV
Highest occupied orbital energy (spin up / spin down)   -8.840 / -8.408 eV
Lowest unoccupied orbital energy (spin up / spin down)   0.0662 / -0.4548 eV

***

It is found that the energy relative to the best compared isomer or geometry (same formula, charge and spin) values, taken in the order of the records, are 0.0; 565.4; 528.1 kJ/mol.
It is found that the total energy values, taken in the order of the records, are -133077.207; -20549.082; -12091.377 eV.